Entry 1:
ORCA calculation (the ωB97M-V functional and the def2-TZVPD basis) on one molecule with the formula C18H23N3O3.

Geometry as XYZ:
```
47
Properties=species:S:1:pos:R:3:forces:R:3:lowdin_charge:R:1
C 1.8379 -3.3249 -1.7271 0.195 0.032 0.126 -0.07
O 0.7041 -3.5819 -2.5270 -0.280 -0.056 -0.163 -0.08
C -0.4998 -3.1250 -2.0985 -0.249 0.028 -0.051 -0.26
C -1.5963 -3.3997 -2.9215 0.217 -0.014 0.050 0.00
C -2.8621 -2.9729 -2.5709 0.061 -0.036 -0.036 -0.07
C -3.0682 -2.2599 -1.4025 0.151 0.113 0.236 -0.03
C -1.9795 -1.9832 -0.5837 -0.169 -0.384 -0.671 -0.16
C -2.1256 -1.2276 0.6417 -0.324 0.646 0.988 -0.28
N -3.2465 -0.8245 1.1814 -0.432 -0.580 -0.975 0.14
O -2.8800 -0.1541 2.3131 0.549 0.349 0.598 0.05
C -1.5409 -0.2021 2.3697 -0.145 -0.317 -0.508 -0.33
C -0.7857 0.4450 3.4694 -0.029 0.067 0.120 -0.09
C 0.6700 -0.0301 3.4741 -0.036 -0.192 -0.128 -0.08
C 1.3503 -0.0138 2.1020 0.083 0.110 0.530 -0.53
O 2.0041 -0.9501 1.6970 0.212 -0.315 -0.065 0.05
N 1.2438 1.1556 1.4381 -0.052 0.540 -0.138 0.11
C 1.7295 1.3331 0.0848 0.301 -0.164 -0.371 -0.30
C 2.3922 2.7038 -0.0718 -0.090 -0.042 0.200 -0.15
C 1.3746 3.8422 -0.0234 0.139 -0.026 -0.327 -0.20
C 0.2854 3.6390 -1.0725 -0.183 0.032 0.293 -0.20
C -0.4090 2.2951 -0.8733 0.172 -0.011 -0.315 -0.19
C 0.6023 1.1545 -0.9402 -0.067 -0.039 0.249 -0.14
N -1.0323 -0.8430 1.3716 0.074 0.053 0.375 0.22
C -0.6976 -2.4161 -0.9220 0.091 -0.075 -0.028 0.03
H 2.6778 -3.7688 -2.2588 -0.030 0.048 0.072 0.09
H 2.0091 -2.2516 -1.6047 -0.016 -0.016 0.017 0.09
H 1.7474 -3.7858 -0.7398 -0.008 0.030 -0.017 0.10
H -1.4262 -3.9533 -3.8316 0.018 -0.063 -0.108 0.12
H -3.6968 -3.1976 -3.2179 -0.060 -0.020 -0.061 0.11
H -4.0482 -1.9152 -1.1154 -0.130 0.028 -0.006 0.11
H -0.8566 1.5310 3.3503 -0.048 -0.015 0.052 0.12
H -1.2681 0.2013 4.4192 0.038 0.105 -0.030 0.13
H 0.7186 -1.0606 3.8268 0.049 0.067 -0.047 0.13
H 1.2550 0.5915 4.1556 -0.018 -0.037 0.003 0.12
H 0.6333 1.8731 1.7894 -0.017 -0.092 0.145 0.12
H 2.4742 0.5427 -0.0593 -0.118 0.166 0.021 0.14
H 2.9064 2.7273 -1.0341 0.050 0.009 -0.055 0.12
H 3.1403 2.8360 0.7124 0.072 -0.046 -0.046 0.12
H 1.8858 4.7911 -0.1988 -0.024 0.029 0.122 0.11
H 0.9201 3.8993 0.9690 -0.034 0.080 0.100 0.10
H -0.4439 4.4497 -1.0136 0.018 0.035 -0.088 0.11
H 0.7350 3.6653 -2.0675 0.013 0.042 -0.087 0.11
H -1.1698 2.1501 -1.6429 -0.080 -0.018 0.085 0.11
H -0.9202 2.2833 0.0929 -0.111 -0.002 0.073 0.10
H 1.0413 1.1202 -1.9391 0.029 -0.028 -0.087 0.12
H 0.1035 0.2027 -0.7551 0.081 -0.040 -0.080 0.09
H 0.1114 -2.1913 -0.2454 0.139 0.018 0.033 0.10
```
Positions in Å, forces in eV/Å.

Values from the calculation:
energy	-29652.2224	eV
LUMO energy	0.6	eV
F_max	0.024	Eh/bohr
structure (SMILES)	COc1cccc(-c2noc(CCC(=O)NC3CCCCC3)n2)c1
ΔE to the lowest compared entry with this formula, charge and spin	270.4	kJ/mol
gap between HOMO and LUMO	9.075	eV


Entry 2:
ORCA calculation (the ωB97M-V functional and the def2-TZVPD basis) on one molecule with the formula C18H23N3O4.

Geometry as XYZ:
```
48
Properties=species:S:1:pos:R:3:forces:R:3:lowdin_charge:R:1
C 4.0047 -1.3304 2.7328 -0.217 0.118 -0.049 -0.10
C 2.6236 -1.1459 2.1193 0.151 -0.176 0.046 -0.24
C 2.0600 -2.4785 1.6063 0.115 0.274 0.044 -0.13
C 0.7023 -2.2728 1.0127 0.177 -0.059 -0.575 -0.17
C 0.4243 -1.9158 -0.2620 -0.364 -0.252 0.129 -0.02
C 1.3676 -1.7228 -1.3622 0.096 -0.113 -0.073 -0.43
O 1.0175 -1.5857 -2.5153 0.045 0.042 0.063 0.10
O 2.6636 -1.7065 -0.9971 -0.089 0.029 0.241 -0.03
C 3.6136 -1.4735 -2.0354 0.231 0.141 -0.524 -0.21
C 3.7610 0.0129 -2.3283 -0.179 -0.336 0.179 -0.06
C -1.0166 -1.6403 -0.6588 0.317 0.222 -0.164 -0.20
C -1.2330 -0.1373 -0.6708 -0.132 -0.061 -0.141 -0.17
C -1.4635 0.5647 0.5049 0.004 -0.069 -0.246 0.00
C -1.6223 1.9376 0.4992 -0.015 0.127 0.197 0.01
C -1.5446 2.6387 -0.7000 0.064 -0.367 0.060 -0.22
N -1.6982 4.0262 -0.7829 0.030 0.031 -0.443 0.11
C -1.8926 4.9352 0.2182 -0.006 0.403 -0.321 -0.52
C -2.0189 6.3495 -0.3139 -0.026 0.007 0.252 0.00
O -1.9571 4.6617 1.3935 -0.020 -0.082 0.283 0.07
C -1.3084 1.9383 -1.8819 -0.030 0.136 0.109 -0.02
C -1.1571 0.5667 -1.8659 -0.023 -0.014 0.099 -0.03
N -1.9247 -2.3260 0.2363 -0.063 -0.057 -0.301 0.15
C -1.6724 -2.5722 1.5382 0.008 -0.187 0.054 -0.56
O -2.5013 -2.9292 2.3449 -0.259 -0.033 0.301 0.07
N -0.3340 -2.4449 1.8979 0.090 0.049 0.268 0.17
H 3.9652 -2.0221 3.5717 0.058 -0.076 0.098 0.07
H 4.6973 -1.7263 1.9940 0.131 -0.058 -0.058 0.07
H 4.3902 -0.3794 3.0915 0.108 0.047 0.058 0.07
H 2.6811 -0.4485 1.2835 -0.081 0.037 0.014 0.11
H 1.9430 -0.7246 2.8624 -0.049 0.067 -0.028 0.11
H 2.7388 -2.8853 0.8598 -0.073 -0.057 0.124 0.12
H 1.9911 -3.1853 2.4372 -0.027 -0.055 -0.018 0.12
H 3.2947 -2.0059 -2.9374 0.127 0.024 0.178 0.12
H 4.5498 -1.8962 -1.6639 -0.123 0.006 -0.048 0.12
H 4.0424 0.5489 -1.4249 0.063 0.078 0.054 0.08
H 4.5263 0.1624 -3.0846 0.096 0.050 -0.084 0.08
H 2.8177 0.4100 -2.6952 -0.031 0.062 -0.051 0.07
H -1.1753 -2.0251 -1.6736 0.040 0.071 0.236 0.15
H -1.5310 0.0366 1.4444 -0.026 -0.015 0.121 0.11
H -1.8044 2.4696 1.4173 -0.009 0.019 0.015 0.10
H -1.6499 4.3926 -1.7239 -0.032 0.027 0.235 0.14
H -2.8652 6.4211 -0.9941 -0.044 0.032 -0.084 0.08
H -1.1137 6.6343 -0.8465 0.050 0.042 -0.077 0.08
H -2.1720 7.0298 0.5184 0.004 -0.025 0.006 0.08
H -1.2466 2.4744 -2.8192 0.003 0.062 -0.104 0.11
H -0.9612 0.0350 -2.7843 0.009 -0.058 -0.100 0.11
H -2.8974 -2.3505 -0.0293 0.039 -0.038 0.183 0.16
H -0.1240 -2.7167 2.8481 -0.136 -0.014 -0.158 0.16
```
Positions in Å, forces in eV/Å.

Values from the calculation:
energy	-31701.8341	eV
LUMO energy	0.6	eV
F_max	0.012	Eh/bohr
structure (SMILES)	CCCC1=C(C(=O)OCC)[C@H](c2ccc(NC(C)=O)cc2)NC(=O)N1
ΔE to the lowest compared entry with this formula, charge and spin	16.6	kJ/mol
gap between HOMO and LUMO	8.953	eV


Entry 3:
ORCA calculation (the ωB97M-V functional and the def2-TZVPD basis) on an isolated ion of composition C18H23N4O5 and charge -1.

Geometry as XYZ:
```
50
Properties=species:S:1:pos:R:3:forces:R:3:lowdin_charge:R:1
C -2.5630 8.2427 0.7602 -0.067 -0.366 0.384 -0.09
N -3.3782 7.6689 1.8147 -0.705 1.321 -0.652 -0.24
C -3.9112 8.6071 2.7814 0.253 -0.233 0.000 -0.08
C -3.2855 6.3279 2.1392 0.444 -1.251 0.663 -0.27
C -2.0408 5.6697 2.0914 -0.554 0.195 -0.021 -0.01
C -1.9559 4.3064 2.3442 -0.369 0.065 0.054 -0.03
C -3.1044 3.5832 2.6759 0.441 -0.280 0.007 -0.17
C -3.1305 2.0625 2.8402 -1.383 1.010 0.551 -0.21
C -3.3018 1.6836 4.2733 0.429 -0.866 1.961 -0.07
C -2.5189 2.2215 5.3571 0.154 -0.315 -2.036 -0.39
O -1.5296 2.9619 5.2112 -0.633 -0.056 0.612 0.01
N -2.9441 1.8539 6.6545 -0.283 -1.152 0.538 0.00
C -2.2850 2.4625 7.7857 0.239 -0.041 0.252 -0.05
C -3.5374 0.6093 6.9313 -0.046 0.576 -0.912 -0.42
O -3.5650 0.1354 8.0640 -0.023 0.159 -0.617 0.03
N -4.1037 -0.0120 5.8097 0.010 0.509 1.271 0.01
C -4.8685 -1.2222 6.0097 -0.107 -0.153 -0.063 -0.04
C -4.2454 0.6438 4.5745 0.232 1.057 -1.336 -0.40
O -5.1200 0.2621 3.7739 0.341 -0.528 0.583 -0.01
C -2.0880 1.2824 2.0776 0.479 -0.119 -0.729 -0.38
C -0.7295 1.1637 2.7587 0.385 0.010 -0.161 -0.02
C -2.6247 -0.0898 1.6426 0.000 -0.136 -0.232 -0.02
N -1.9685 2.0457 0.6876 0.122 0.112 -1.180 -0.31
O -3.0370 2.1524 0.0549 2.298 -0.011 0.975 0.06
O -0.8575 2.4471 0.2820 -2.248 -0.839 0.583 0.03
C -4.3200 4.2521 2.8442 0.192 0.168 -0.317 -0.01
C -4.4291 5.6058 2.5619 0.618 0.197 -0.307 -0.02
H -2.6337 7.6246 -0.1485 0.055 0.178 0.272 0.09
H -2.9672 9.2423 0.5551 0.264 -0.198 -0.122 0.07
H -1.4978 8.3260 1.0365 -0.098 0.180 -0.128 0.07
H -4.7684 8.1671 3.3021 0.167 0.182 -0.103 0.07
H -3.1603 8.8946 3.5435 -0.158 0.009 -0.088 0.09
H -4.2237 9.5102 2.2471 -0.110 -0.061 0.212 0.07
H -1.1305 6.2241 1.8514 -0.341 -0.111 -0.009 0.10
H -0.9826 3.8299 2.2417 -0.371 0.084 0.167 0.10
H -4.0931 1.7334 2.4286 0.172 0.279 -0.197 0.13
H -2.0017 3.4815 7.5302 -0.024 -0.124 -0.037 0.08
H -2.9655 2.4380 8.6371 0.102 0.070 -0.061 0.08
H -1.3914 1.8844 8.0438 0.025 0.217 0.127 0.09
H -4.7245 -1.5462 7.0369 -0.036 0.008 -0.045 0.08
H -5.9250 -1.0398 5.7983 0.094 -0.077 0.055 0.09
H -4.5084 -1.9876 5.3176 -0.118 -0.001 0.069 0.09
H -0.7505 0.3141 3.4656 -0.160 0.467 -0.270 0.10
H 0.0447 0.9522 2.0077 -0.169 0.063 0.224 0.08
H -0.4686 2.0682 3.3267 -0.113 -0.372 -0.214 0.07
H -2.5486 -0.8245 2.4541 0.040 0.308 -0.122 0.09
H -3.6793 -0.0151 1.3512 0.355 -0.040 0.032 0.09
H -2.0306 -0.4338 0.7801 -0.179 -0.120 0.327 0.09
H -5.1964 3.6673 3.1268 0.166 0.156 -0.042 0.13
H -5.3961 6.1099 2.5820 0.217 -0.132 0.082 0.10
```
Positions in Å, forces in eV/Å.

Values from the calculation:
energy	-35237.6452	eV
LUMO energy	2.9	eV
F_max	0.049	Eh/bohr
structure (SMILES)	CN(C)c1ccc([C@H](c2c([O-])n(C)c(=O)n(C)c2=O)C(C)(C)[N+](=O)[O-])cc1
charge	-1
gap between HOMO and LUMO	6.943	eV


Entry 4:
ORCA calculation (the ωB97M-V functional and the def2-TZVPD basis) on one molecule with the formula C18H23NO3.

Geometry as XYZ:
```
45
Properties=species:S:1:pos:R:3:forces:R:3:lowdin_charge:R:1
C 6.4832 0.4246 -0.1351 -0.011 -0.250 -0.045 -0.11
C 5.9145 -0.9782 0.0446 -0.080 0.125 0.199 -0.27
C 4.4646 -0.9792 0.5310 0.118 0.001 -0.346 -0.22
C 3.4940 -0.4081 -0.5015 -0.179 -0.253 0.303 -0.19
C 2.0202 -0.6355 -0.1459 -0.065 0.235 -0.083 -0.32
C 1.6026 -0.0021 1.1893 0.055 -0.029 -0.104 -0.21
C 1.7650 1.5119 1.2663 -0.047 -0.201 0.017 -0.08
C 1.1527 -0.1286 -1.3097 0.326 -0.018 0.078 -0.14
N -0.2555 -0.3300 -1.0808 -0.044 -0.367 -0.012 0.09
C -1.1191 0.6828 -0.8975 -0.043 -0.232 -0.061 -0.43
O -0.8325 1.8627 -0.9784 -0.092 0.177 0.032 0.07
C -2.5189 0.2447 -0.5908 -0.711 1.102 0.130 -0.14
C -3.5175 1.1338 -0.4214 0.826 -0.434 -0.155 0.06
C -4.8386 0.6670 -0.1284 -0.328 -0.526 0.089 -0.14
C -5.9276 1.5245 0.0573 0.112 -0.061 -0.020 -0.02
C -7.1743 1.0100 0.3361 0.020 0.007 -0.002 -0.06
C -7.3677 -0.3667 0.4370 -0.008 -0.044 0.004 -0.06
C -6.3082 -1.2287 0.2576 0.156 -0.035 -0.031 0.00
C -5.0390 -0.7220 -0.0258 -0.203 0.543 0.016 -0.07
C -3.9229 -1.6487 -0.2143 -0.136 -0.841 0.071 -0.38
O -3.9900 -2.8494 -0.1445 0.044 0.456 -0.032 0.13
O -2.6984 -1.0966 -0.4929 0.113 -0.089 -0.029 0.11
H 7.5379 0.3738 -0.3960 0.093 0.088 -0.034 0.07
H 6.3862 0.9949 0.7863 0.002 0.118 0.090 0.07
H 5.9648 0.9581 -0.9275 -0.023 0.132 -0.072 0.06
H 6.5254 -1.5152 0.7741 0.029 -0.065 -0.062 0.10
H 5.9797 -1.5200 -0.9019 0.025 -0.095 0.001 0.10
H 4.1730 -2.0077 0.7589 -0.068 -0.009 0.090 0.12
H 4.4056 -0.4029 1.4554 -0.037 -0.020 0.126 0.11
H 3.6709 0.6595 -0.6273 0.024 0.099 -0.106 0.11
H 3.6900 -0.8884 -1.4640 0.044 0.043 -0.099 0.12
H 1.8567 -1.7174 -0.0534 0.030 -0.008 -0.032 0.14
H 2.1829 -0.4685 1.9875 -0.065 -0.063 0.040 0.10
H 0.5535 -0.2489 1.3725 0.040 -0.074 0.078 0.10
H 1.1311 2.0112 0.5387 -0.025 0.121 -0.069 0.06
H 1.4738 1.8581 2.2557 0.003 0.094 0.063 0.08
H 2.7971 1.8072 1.0979 0.146 0.112 -0.005 0.07
H 1.4414 -0.6492 -2.2292 0.022 0.110 0.041 0.13
H 1.2978 0.9432 -1.4547 0.036 -0.093 -0.065 0.12
H -0.5879 -1.2750 -0.9567 -0.078 0.123 -0.009 0.15
H -3.3020 2.1853 -0.5116 0.133 0.072 -0.029 0.13
H -5.7744 2.5903 -0.0214 -0.001 0.111 -0.005 0.12
H -8.0111 1.6777 0.4785 -0.057 0.061 0.008 0.11
H -8.3504 -0.7554 0.6562 -0.070 -0.044 0.016 0.11
H -6.4286 -2.2987 0.3298 -0.028 -0.079 0.010 0.12
```
Positions in Å, forces in eV/Å.

Values from the calculation:
energy	-26673.1851	eV
LUMO energy	-0.1	eV
F_max	0.026	Eh/bohr
structure (SMILES)	CCCC[C@@H](CC)CNC(=O)c1cc2ccccc2c(=O)o1
ΔE to the lowest compared entry with this formula, charge and spin	42.5	kJ/mol
gap between HOMO and LUMO	8.734	eV